C2H5NOS2 | ωB97M-V/def2-TZVPD

As for the structure (SMILES): S=NCS.C=O. The value obtained for the LUMO energy (spin up / spin down) is -1.21 / -1.21 eV. Its HOMO energy (spin up / spin down) is -0.3117 / -0.3117 Ha.

XYZ file:
```
11
Properties=species:S:1:pos:R:3:forces:R:3:lowdin_charge:R:1
S 0.23699 0.25487 -2.02258 -0.240 -0.146 0.667 0.73
N 0.15413 0.32823 -0.46360 0.176 -0.283 -0.801 -0.54
C 1.19855 0.92226 0.28406 1.306 2.206 -0.853 -0.68
S 2.75323 1.59003 -0.56812 -0.705 -1.571 -0.786 0.58
H 0.76773 1.86695 0.63900 -0.103 -0.188 0.269 0.07
H 1.56864 0.39712 1.13410 -0.336 -0.933 0.517 0.05
H 2.75227 0.56661 -1.53690 0.164 1.141 0.995 -0.17
C -2.33833 -1.44956 0.65805 -1.789 -1.241 3.346 -0.20
O -1.97112 -1.43442 -0.44129 1.076 1.190 -3.610 -0.05
H -2.67491 -0.51967 1.28958 0.651 -1.319 -0.838 0.11
H -2.44717 -2.52242 1.02770 -0.199 1.143 1.095 0.09
```
Positions in Å, forces in eV/Å.


C32H46AsIN6O2RbS | ωB97M-V/def2-TZVPD

As for the net charge: -1. The value obtained for the LUMO energy is 2.01 eV. Its HOMO energy is -0.1675 Ha.

XYZ file:
```
90
Properties=species:S:1:pos:R:3:forces:R:3:lowdin_charge:R:1
Rb -0.17873 0.16705 -0.65475 -0.111 0.023 -0.027 0.61
N -2.09042 -3.00945 3.19462 0.029 -0.075 -0.009 0.04
C -1.95212 -2.09777 2.17779 0.125 0.034 -0.150 -0.94
S -1.17286 -2.63446 0.75327 -0.025 -0.076 0.068 0.45
N -2.47931 -0.92437 2.49309 -0.127 0.066 0.066 -0.04
N -2.22057 0.10566 1.66308 0.062 -0.037 0.057 0.03
C -2.91855 1.16808 1.88487 0.007 0.045 -0.053 -0.22
C -4.02909 1.24775 2.87831 0.007 -0.001 -0.013 -0.19
C -5.11189 0.37223 2.81709 -0.001 0.008 0.003 -0.04
C -6.15357 0.47433 3.72517 0.006 0.005 0.003 -0.09
C -6.12550 1.44661 4.71848 0.014 -0.008 -0.011 -0.11
C -5.04938 2.31824 4.79190 -0.002 -0.003 -0.006 -0.09
C -4.01251 2.22052 3.87319 -0.009 0.003 0.019 -0.04
C -2.58406 2.41059 1.14727 0.006 -0.027 0.046 -0.23
C -3.56922 3.37357 0.90047 -0.053 0.066 -0.009 -0.02
C -3.22545 4.55798 0.27782 -0.046 -0.024 0.016 -0.07
C -1.90560 4.76770 -0.09235 0.056 0.013 -0.012 -0.08
C -0.99767 3.75390 0.16755 -0.046 -0.021 0.029 -0.16
N -1.31535 2.61103 0.76900 0.094 -0.047 -0.053 0.07
H -1.97653 -3.97389 2.94010 -0.007 -0.003 0.013 0.06
H -2.74900 -2.77157 3.91854 -0.004 0.016 -0.001 0.08
H -5.11978 -0.39590 2.05525 -0.002 -0.002 0.004 0.11
H -6.98949 -0.21176 3.66297 0.001 0.000 0.001 0.10
H -6.93736 1.52045 5.43147 0.001 0.002 0.000 0.09
H -5.01344 3.07583 5.56522 -0.004 -0.003 0.002 0.10
H -3.17414 2.90549 3.93183 0.001 -0.009 -0.006 0.12
H -4.59003 3.18628 1.20521 0.011 -0.008 0.000 0.12
H -3.98088 5.30918 0.08183 0.003 0.001 0.001 0.10
H -1.58604 5.68217 -0.57376 0.000 -0.004 0.001 0.10
H 0.04667 3.86636 -0.10954 0.001 -0.001 -0.006 0.11
C -0.25798 2.67552 -3.43288 0.098 0.005 0.044 -0.10
N -1.28380 1.68361 -3.15851 0.051 0.010 0.017 -0.30
C -2.57518 2.30755 -2.95579 -0.022 -0.007 -0.028 -0.09
C -1.28746 0.69030 -4.22614 -0.029 -0.021 -0.041 -0.20
C -2.25942 -0.45682 -4.00204 0.034 0.042 0.099 -0.21
N -1.93443 -1.26695 -2.83904 -0.101 -0.040 -0.013 -0.29
C -3.10046 -1.99097 -2.35858 -0.003 0.042 -0.053 -0.11
C -0.84621 -2.19200 -3.12247 0.020 0.027 0.076 -0.10
H -0.45056 3.22787 -4.37064 -0.020 -0.014 -0.004 0.09
H 0.71121 2.17837 -3.50566 -0.011 -0.004 -0.013 0.08
H -0.21764 3.40310 -2.61929 -0.022 -0.008 -0.002 0.07
H -2.98898 2.73221 -3.88966 0.006 0.006 -0.003 0.09
H -2.47601 3.11586 -2.23131 -0.002 -0.006 0.008 0.06
H -3.29591 1.59404 -2.55512 0.004 -0.001 -0.002 0.08
H -0.26742 0.31062 -4.31689 0.000 0.008 -0.008 0.10
H -1.55023 1.16806 -5.19052 0.008 0.015 0.001 0.12
H -2.28927 -1.07114 -4.91944 0.009 -0.012 -0.015 0.12
H -3.26807 -0.06017 -3.86837 -0.006 -0.019 -0.015 0.10
H -3.50603 -2.67617 -3.12514 0.004 -0.010 0.009 0.09
H -3.88480 -1.28284 -2.08128 0.001 -0.009 -0.008 0.08
H -2.83505 -2.56209 -1.47023 0.009 -0.009 0.003 0.03
H -1.12291 -2.91612 -3.90880 0.002 -0.002 -0.009 0.09
H -0.60202 -2.75005 -2.21651 -0.002 -0.004 -0.013 0.06
H 0.04656 -1.65337 -3.44352 -0.012 0.001 -0.018 0.07
I 3.46734 -6.81631 -2.66155 0.004 -0.023 -0.002 0.80
C 3.12242 -4.75364 -2.54908 -0.024 0.027 0.037 -0.74
C 3.49848 -3.94282 -3.60846 0.015 0.009 -0.031 -0.16
C 3.25560 -2.57859 -3.53125 -0.027 0.008 -0.023 -0.02
C 2.67774 -2.02088 -2.39781 0.048 -0.032 -0.024 -0.14
C 2.30891 -2.85347 -1.34697 0.046 -0.026 -0.054 -0.04
C 2.51581 -4.22446 -1.42094 -0.037 0.000 0.031 -0.14
C 2.40264 -0.52615 -2.30618 -0.148 0.063 0.022 -0.72
O 1.93414 0.02326 -3.32866 0.061 -0.053 0.028 -0.04
O 2.59816 -0.01006 -1.18053 0.035 0.033 0.030 -0.15
H 3.96598 -4.37095 -4.48526 0.001 0.008 -0.004 0.08
H 3.50775 -1.92957 -4.36064 -0.004 0.001 0.003 0.12
H 1.83241 -2.42532 -0.47206 0.037 -0.016 0.035 0.08
H 2.20343 -4.86637 -0.60768 -0.001 0.006 -0.004 0.09
C 0.54492 -0.12561 4.56059 0.036 -0.017 0.024 -0.19
C 1.92585 -0.56418 4.07476 -0.052 0.036 -0.024 -0.44
As 2.03508 -0.54794 2.09930 0.021 0.126 -0.035 1.19
C 3.55221 -1.77631 1.87927 -0.058 -0.035 -0.030 -0.45
C 3.14637 -3.22207 2.15587 0.026 0.024 -0.014 -0.19
C 3.04778 1.12894 1.88002 -0.035 -0.023 0.046 -0.44
C 2.22790 2.34150 2.31292 0.038 -0.011 -0.032 -0.18
H 0.48774 -0.10611 5.65281 0.004 -0.001 -0.003 0.06
H -0.23229 -0.79670 4.19181 0.005 0.001 -0.007 0.04
H 0.29346 0.87270 4.19595 -0.007 0.009 0.002 0.05
H 2.13807 -1.58374 4.40259 -0.018 -0.010 0.013 0.05
H 2.71739 0.07661 4.47448 0.004 0.003 0.009 0.06
H 4.37534 -1.46086 2.52573 0.014 -0.010 0.007 0.06
H 3.86816 -1.64374 0.84224 0.013 -0.026 0.001 0.05
H 2.95966 -3.38330 3.21976 -0.006 -0.012 -0.001 0.05
H 3.92212 -3.92600 1.84523 0.011 0.004 0.008 0.07
H 2.22518 -3.48138 1.62871 0.004 -0.003 -0.004 0.04
H 3.29622 1.17557 0.81894 -0.006 0.006 -0.007 0.04
H 3.97872 1.05962 2.45018 0.004 0.011 0.011 0.06
H 1.25867 2.36543 1.80768 -0.005 -0.002 0.007 0.04
H 2.74642 3.27808 2.09012 0.003 -0.006 -0.001 0.06
H 2.03056 2.32426 3.38740 -0.009 0.008 0.006 0.05
```
Positions in Å, forces in eV/Å.


C19H23NO7P | ωB97M-V/def2-TZVPD

As for the net charge: -1. The value obtained for the LUMO energy is 1.88 eV. Its HOMO energy is -0.1153 Ha.

XYZ file:
```
51
Properties=species:S:1:pos:R:3:forces:R:3:lowdin_charge:R:1
C -0.64618 -5.96114 1.41102 -0.121 -0.080 0.000 -0.09
C 0.09183 -4.76824 0.84916 -0.240 0.647 -0.118 -0.27
O -0.62275 -3.57762 1.25464 -0.092 -1.095 -0.088 -0.25
P -0.70048 -2.27881 0.31317 1.664 2.136 0.292 0.45
C 0.65278 -1.20963 0.70764 -1.522 -0.435 0.066 -0.24
C 1.96411 -1.59441 0.60330 1.770 -0.311 -0.076 -0.44
N 3.11948 -1.85075 0.53572 -1.384 0.213 -0.055 0.04
O -0.88568 -2.57735 -1.12233 -0.473 -0.707 0.153 -0.30
O -1.94140 -1.51417 1.03260 -0.586 -0.643 0.085 -0.23
C -3.16309 -2.26832 1.25751 0.596 0.076 -0.433 -0.29
C -4.32306 -1.31694 1.43592 0.052 0.135 -0.055 -0.09
H -0.10125 -6.87982 1.18255 0.012 -0.012 0.063 0.07
H -0.76503 -5.87327 2.49684 0.059 -0.021 -0.175 0.07
H -1.64111 -6.03806 0.95730 0.141 0.049 0.100 0.07
H 1.11413 -4.68619 1.23774 -0.144 -0.076 -0.085 0.12
H 0.12378 -4.80894 -0.24923 0.049 0.026 0.257 0.11
H 0.42366 -0.27801 1.21637 0.065 -0.271 0.072 0.04
H -3.33604 -2.91735 0.38250 0.025 0.097 0.305 0.11
H -3.04785 -2.89617 2.15329 0.119 0.107 -0.261 0.11
H -5.23641 -1.89337 1.59240 -0.044 -0.020 0.032 0.07
H -4.16929 -0.67339 2.30560 0.013 0.011 -0.117 0.08
H -4.46244 -0.69667 0.54612 0.079 -0.012 0.126 0.07
C -1.03964 3.72810 -2.40639 -0.019 0.080 -0.119 0.02
C -1.66763 2.38932 -2.04318 -0.194 -0.754 0.445 -0.53
C -3.17476 2.36233 -2.29513 0.340 -0.153 0.054 0.02
O -1.11122 1.30590 -2.80864 0.223 0.570 0.193 0.08
C 0.16935 0.92334 -2.50607 0.696 -1.164 -0.134 -0.40
O 0.76954 0.17884 -3.24796 -0.734 0.845 0.294 0.12
C 0.74888 1.43814 -1.23294 -0.296 -0.439 0.118 -0.06
C 2.03978 1.08176 -0.94459 -0.667 0.537 -0.605 0.07
C 2.92062 1.76476 -0.02410 0.805 0.456 1.077 -0.18
C 2.61982 3.04760 0.49963 0.282 -0.502 -0.093 -0.02
C 3.45335 3.63871 1.44440 0.047 -0.088 -0.155 -0.08
C 4.64428 3.01231 1.83971 -0.209 -0.275 -0.400 -0.09
C 5.01338 1.79686 1.24415 -0.149 0.398 0.199 -0.08
C 4.16186 1.18159 0.33571 -0.624 -0.065 -0.330 -0.03
C -0.21615 1.90029 -0.20300 0.452 0.535 0.940 -0.42
O 0.02763 2.02403 0.97970 -0.531 -0.065 -1.125 0.11
O -1.50096 2.10767 -0.63394 0.303 0.264 -0.626 0.07
H 0.04808 3.72131 -2.25610 -0.303 0.022 -0.017 0.09
H -1.25277 3.94745 -3.46013 0.103 -0.066 0.220 0.10
H -1.49525 4.51320 -1.78850 0.177 -0.199 -0.114 0.10
H -3.55868 1.36584 -2.05724 0.103 0.179 -0.005 0.10
H -3.66768 3.10314 -1.66119 0.088 -0.071 -0.070 0.09
H -3.38172 2.58062 -3.34594 0.067 -0.011 0.122 0.09
H 2.45706 0.27036 -1.54013 0.049 0.307 -0.117 0.14
H 1.72737 3.56362 0.14872 0.261 -0.115 0.240 0.11
H 3.16757 4.60257 1.86623 0.140 -0.218 -0.076 0.10
H 5.28573 3.47680 2.58993 -0.151 -0.105 -0.221 0.10
H 5.96064 1.32408 1.50112 -0.255 0.082 -0.012 0.10
H 4.40384 0.20810 -0.09394 -0.046 0.200 0.232 0.09
```
Positions in Å, forces in eV/Å.